C74H196N16O21 | the ωB97M-V functional and the def2-TZVPD basis

Values from the calculation:
- energy relative to the best compared isomer or geometry (same formula, charge and spin) (kJ/mol) = 429.5
- E_LUMO (eV) = 0.64
- HOMO (Ha) = -0.304
- strongest force on any atom (Eh/bohr) = 0.0704
- total energy (a.u.) = -5392.5863

Last column: Löwdin charge in e.
CARTESIAN COORDINATES (ANGSTROEM)
C: 26.1470 14.5178 17.8895  -0.15
O: 26.9672 15.1476 17.0081  -0.23
C: 27.8790 14.2812 16.2483  -0.16
C: 27.6754 14.5986 14.7663  -0.22
N: 26.4224 13.9961 14.3103  -0.06
C: 26.1178 14.3707 12.9336  -0.17
C: 24.8801 13.4693 12.5530  -0.21
O: 24.3132 13.8512 11.3239  -0.19
C: 23.0477 13.3124 11.0432  -0.12
H: 25.5170 15.2946 18.4109  0.09
H: 26.7863 14.0018 18.6297  0.10
H: 25.5581 13.7446 17.4092  0.07
H: 27.6280 13.2527 16.4817  0.11
H: 28.9433 14.4649 16.5590  0.13
H: 28.4433 14.1861 14.1387  0.11
H: 27.7874 15.7002 14.6931  0.10
H: 25.7386 14.2968 15.0022  0.09
H: 26.9980 13.9782 12.3135  0.14
H: 25.9812 15.4456 12.7003  0.09
H: 24.1402 13.5762 13.3444  0.09
H: 25.1371 12.3723 12.5817  0.14
H: 22.7059 13.5847 10.0257  0.09
H: 22.2726 13.7326 11.6608  0.05
H: 23.0476 12.2067 11.1174  0.10
C: 19.1973 18.9733 23.4488  -0.14
O: 19.0458 20.3616 23.3506  -0.20
C: 18.8770 20.9104 24.6659  -0.20
C: 17.6250 20.4706 25.4221  -0.21
N: 16.4122 20.7822 24.7015  -0.07
C: 16.1367 22.1985 24.6765  -0.22
C: 15.0970 22.3643 23.5987  -0.27
O: 14.6329 23.6593 23.4454  -0.19
C: 13.7696 23.8286 22.3113  -0.07
H: 19.9820 18.6889 24.2086  0.09
H: 19.5963 18.6505 22.5147  0.06
H: 18.2579 18.3885 23.5820  0.10
H: 18.8880 21.9886 24.4859  0.11
H: 19.7323 20.4936 25.3111  0.13
H: 17.6306 21.1144 26.3009  0.12
H: 17.5682 19.4024 25.6835  0.12
H: 16.4451 20.3733 23.7778  0.10
H: 16.9968 22.8539 24.4809  0.09
H: 15.8496 22.5420 25.6969  0.14
H: 14.2585 21.6319 23.7107  0.14
H: 15.5231 22.0215 22.6325  0.11
H: 13.6851 24.8720 22.2188  0.08
H: 12.8156 23.3748 22.4375  0.08
H: 14.2745 23.4366 21.4553  0.06
C: 17.6221 25.4171 22.9693  -0.09
O: 18.7770 24.6530 22.6941  -0.19
C: 18.5310 23.5481 21.9074  -0.25
C: 19.9148 22.9840 21.5719  -0.17
N: 20.4735 23.6860 20.4074  -0.04
C: 21.8445 23.4019 20.1221  -0.26
C: 22.3739 24.3607 19.1481  -0.19
O: 22.2684 25.7012 19.7680  -0.22
C: 22.8377 26.8056 19.0579  -0.09
H: 16.7646 24.8138 23.2690  0.07
H: 17.3854 26.1226 22.1490  0.09
H: 17.9389 26.0739 23.7702  0.09
H: 17.9579 23.8288 21.0010  0.11
H: 17.8961 22.8777 22.4771  0.09
H: 19.6717 21.8938 21.2848  0.11
H: 20.6588 22.9089 22.4492  0.14
H: 20.5288 24.6302 20.7712  0.11
H: 21.9140 22.4084 19.6849  0.09
H: 22.6328 23.4302 20.9162  0.14
H: 21.7597 24.3164 18.1481  0.13
H: 23.4233 24.1961 18.8884  0.10
H: 23.7159 26.5112 18.4714  0.09
H: 23.2022 27.4786 19.8176  0.08
H: 22.0121 27.2211 18.4601  0.06
C: 21.7334 16.3602 23.2481  -0.10
O: 23.1083 16.0527 23.2153  -0.17
C: 23.4627 16.1518 21.8630  -0.23
C: 25.0004 16.0159 21.8728  -0.20
N: 25.5740 17.0937 22.6429  -0.06
C: 27.0154 17.2392 22.5420  -0.21
C: 27.8276 16.0065 22.3995  -0.22
O: 29.1841 16.5107 22.4784  -0.22
C: 30.1029 15.4256 22.6130  -0.11
H: 21.3987 16.1726 24.2627  0.09
H: 21.2087 15.7737 22.4745  0.09
H: 21.5559 17.4233 23.0370  0.05
H: 23.2945 17.1922 21.4992  0.10
H: 22.9241 15.4461 21.1866  0.13
H: 25.4569 16.1840 20.8545  0.11
H: 25.3532 15.0338 22.1405  0.11
H: 25.2443 17.0018 23.5825  0.09
H: 27.3683 17.8911 23.3807  0.14
H: 27.1534 17.8846 21.6575  0.10
H: 27.6936 15.5243 21.4489  0.11
H: 27.6344 15.3077 23.1815  0.12
H: 31.1293 15.9213 22.5480  0.11
H: 29.9762 14.6924 21.7671  0.10
H: 29.9951 15.0131 23.5808  0.06
C: 19.4831 21.6913 17.7609  -0.14
O: 19.3722 20.3395 17.8120  -0.21
C: 20.1172 19.6940 18.8272  -0.18
C: 21.6454 19.5803 18.5489  -0.18
N: 21.7759 18.9012 17.2761  -0.06
C: 23.0714 18.5692 16.8301  -0.21
C: 23.5986 17.3263 17.5626  -0.21
O: 23.9756 17.5294 18.9043  -0.21
C: 25.2312 18.1633 18.9998  -0.10
H: 19.1994 22.0156 16.7158  0.09
H: 20.5391 21.9376 17.9097  0.06
H: 18.8481 22.2380 18.4589  0.07
H: 19.7301 18.7032 18.9624  0.07
H: 19.9963 20.2534 19.7954  0.12
H: 22.1706 19.0169 19.3820  0.12
H: 22.1259 20.6103 18.5032  0.10
H: 21.1947 19.4033 16.5675  0.11
H: 23.7502 19.3836 17.0714  0.09
H: 23.2197 18.5035 15.6883  0.13
H: 24.5766 17.0081 17.0892  0.12
H: 22.8836 16.4915 17.5501  0.08
H: 25.2299 18.8289 19.8639  0.08
H: 25.5018 18.7871 18.0844  0.10
H: 26.0427 17.4432 18.9533  0.07
C: 25.0268 17.8224 13.5215  -0.05
C: 25.2728 18.2307 12.0896  -0.41
C: 24.0489 17.8820 11.2302  -0.21
O: 22.8378 18.3868 11.7051  -0.22
C: 21.6868 18.1497 10.9160  -0.08
N: 25.5106 19.7175 12.0983  0.05
H: 24.3602 18.6010 13.7979  0.04
H: 25.9646 17.8149 14.1447  0.09
H: 24.5386 16.8738 13.4751  0.07
H: 26.0505 17.7102 11.5780  0.12
H: 24.0097 16.7964 11.0732  0.12
H: 24.2595 18.2913 10.1982  0.14
H: 21.8068 18.5874 9.8916  0.11
H: 20.8845 18.6662 11.3950  0.07
H: 21.6187 17.0607 10.8991  0.08
H: 26.4288 19.7384 12.5246  0.06
H: 25.5994 20.0821 11.1433  0.08
C: 15.8171 21.4551 19.1058  -0.04
C: 15.1683 22.0300 17.8426  -0.44
C: 13.9517 22.8625 18.1341  -0.21
O: 12.9580 21.9599 18.5510  -0.19
C: 11.9043 22.5597 19.1680  -0.15
N: 16.1744 22.7982 17.1513  0.05
H: 16.6779 20.8273 18.8057  0.07
H: 15.0992 20.9402 19.7288  0.07
H: 16.2329 22.2570 19.7070  0.06
H: 14.8812 21.2502 17.1413  0.12
H: 13.6137 23.4637 17.2153  0.15
H: 14.2093 23.4962 19.0238  0.12
H: 11.1753 22.8539 18.4031  0.09
H: 12.1604 23.4773 19.7653  0.09
H: 11.5383 21.7693 19.7915  0.09
H: 16.8536 23.1849 17.8188  0.03
H: 16.6609 22.3297 16.3691  0.04
C: 20.6437 15.9427 19.0228  -0.06
C: 19.6060 15.6624 17.9912  -0.44
C: 18.3194 16.5027 18.2737  -0.20
O: 17.8653 16.4805 19.6346  -0.17
C: 16.9362 17.5682 19.7082  -0.11
N: 20.1258 16.0005 16.6789  0.05
H: 20.8588 17.0870 19.0874  0.09
H: 21.5819 15.4522 18.5618  0.09
H: 20.2619 15.6840 19.9887  0.06
H: 19.4354 14.5702 18.0020  0.14
H: 17.5033 16.2593 17.5395  0.14
H: 18.5447 17.5432 18.0909  0.07
H: 17.4144 18.5638 19.5165  0.07
H: 16.5933 17.6614 20.7306  0.08
H: 16.1219 17.4896 18.9544  0.10
H: 19.5162 15.7595 15.8662  0.05
H: 20.1857 17.0306 16.6479  0.06
C: 20.9501 16.0559 13.3599  -0.06
C: 19.5384 15.8342 12.7990  -0.39
C: 19.3155 14.4400 12.1768  -0.18
O: 20.2332 14.1777 11.1113  -0.22
C: 19.9126 12.9511 10.5119  -0.13
N: 18.5933 15.9530 13.9369  0.00
H: 21.1981 15.4610 14.2858  0.07
H: 21.0913 17.0835 13.6740  0.07
H: 21.7193 15.8531 12.6499  0.05
H: 19.3849 16.6851 12.1018  0.13
H: 18.2982 14.2531 11.8378  0.12
H: 19.4820 13.7515 13.0328  0.13
H: 20.6993 12.6819 9.7685  0.09
H: 18.8609 12.8847 10.1412  0.10
H: 20.0700 12.1318 11.2615  0.08
H: 18.5527 16.9755 14.2593  0.06
H: 17.6089 15.6752 13.7264  0.09
C: 16.2776 19.3325 15.4145  -0.04
C: 17.5196 19.5488 14.5191  -0.39
C: 17.6799 21.0483 14.3003  -0.21
O: 18.7673 21.3875 13.4614  -0.21
C: 18.6373 22.7151 12.9643  -0.07
N: 18.6515 18.8576 15.1622  0.07
H: 15.3478 19.5692 14.8988  0.09
H: 16.5078 19.7546 16.4261  0.09
H: 16.3151 18.2896 15.5905  0.05
H: 17.3576 19.0685 13.5471  0.14
H: 17.7827 21.5320 15.2172  0.06
H: 16.7015 21.2926 13.8038  0.14
H: 18.8285 23.3898 13.7787  0.07
H: 17.6609 22.7727 12.4980  0.09
H: 19.3861 22.9164 12.1703  0.10
H: 18.8218 19.1605 16.1243  0.06
H: 19.4786 19.0472 14.6494  0.04
C: 21.7819 22.2356 15.6629  -0.04
C: 22.5329 21.7969 14.3309  -0.34
C: 23.9598 21.3914 14.6069  -0.21
O: 24.6808 22.4720 15.2323  -0.21
C: 25.3985 23.2682 14.2539  -0.08
N: 21.7573 20.5322 13.9788  0.06
H: 20.7323 22.3680 15.4262  0.05
H: 22.1858 23.1372 16.1335  0.07
H: 21.9032 21.4090 16.3423  0.04
H: 22.4354 22.4981 13.5247  0.12
H: 24.5044 21.0846 13.6787  0.10
H: 23.9169 20.5667 15.3047  0.09
H: 25.8772 24.0820 14.7837  0.08
H: 24.6880 23.6640 13.4936  0.09
H: 26.1182 22.6813 13.6550  0.08
H: 20.9082 20.8488 13.4670  0.06
H: 22.2768 19.9252 13.3365  0.05
C: 22.1569 12.4141 17.3986  -0.06
C: 22.7963 12.7597 16.0304  -0.42
C: 21.8713 12.2652 14.9452  -0.24
O: 22.0359 10.9022 14.6799  -0.20
C: 21.1001 10.2608 13.8143  -0.08
N: 22.9488 14.1963 15.9187  0.06
H: 21.8109 11.3964 17.5178  0.06
H: 21.2494 13.0395 17.5391  0.06
H: 22.8291 12.5776 18.2914  0.09
H: 23.7623 12.2128 15.9352  0.15
H: 22.1163 12.7965 14.0121  0.10
H: 20.7608 12.5171 15.1063  0.15
H: 21.0386 10.6501 12.8274  0.05
H: 20.1618 10.1523 14.3231  0.08
H: 21.6415 9.2799 13.7273  0.11
H: 22.1016 14.6911 16.1833  0.03
H: 23.6702 14.5230 16.5372  0.03
C: 19.3589 27.1596 18.0708  -0.04
C: 18.3992 26.0699 17.5828  -0.39
C: 18.8688 25.3470 16.3832  -0.26
O: 19.1695 26.1901 15.3085  -0.20
C: 20.5308 26.1004 14.8503  -0.08
N: 18.2336 24.9643 18.6046  0.05
H: 19.6688 27.8988 17.2589  0.10
H: 20.2380 26.6340 18.4963  0.05
H: 18.9263 27.7222 18.9144  0.08
H: 17.3926 26.4180 17.4433  0.13
H: 18.1551 24.5133 16.1008  0.13
H: 19.7654 24.7748 16.6074  0.10
H: 21.2321 26.2789 15.7059  0.09
H: 20.6165 26.9341 14.1220  0.10
H: 20.6904 25.1031 14.3920  0.08
H: 17.9402 25.3936 19.4923  0.07
H: 19.1138 24.5154 18.7944  0.02
C: 28.1019 20.1496 15.6579  -0.03
C: 29.2008 19.1252 15.3978  -0.44
C: 29.2473 18.0627 16.4945  -0.24
O: 29.4785 18.6279 17.7418  -0.18
C: 29.3571 17.6358 18.7591  -0.09
N: 29.0519 18.5591 14.1230  0.05
H: 28.0715 21.0047 15.0438  0.06
H: 28.2239 20.4715 16.6550  0.05
H: 27.1154 19.7827 15.5551  0.06
H: 30.1501 19.6732 15.4273  0.15
H: 29.9470 17.2727 16.2351  0.12
H: 28.2906 17.4455 16.5401  0.13
H: 29.1294 18.1750 19.7216  0.08
H: 30.2723 17.0088 18.9182  0.11
H: 28.4600 17.0246 18.5831  0.07
H: 29.6603 17.7900 13.9512  0.07
H: 28.1423 18.1583 13.9447  0.05
C: 22.3755 19.8541 22.2423  -0.02
C: 23.1101 20.6908 23.3518  -0.35
C: 23.3579 19.8681 24.6199  -0.19
O: 22.1289 19.4055 25.1984  -0.20
C: 22.2923 18.7029 26.4318  -0.10
N: 24.4430 21.0350 22.7677  0.05
H: 23.0173 19.0122 22.0424  0.05
H: 22.3185 20.4083 21.3400  0.04
H: 21.3433 19.5716 22.3799  0.04
H: 22.5919 21.6246 23.6117  0.13
H: 24.0123 20.3903 25.2740  0.11
H: 23.9642 18.9963 24.3432  0.11
H: 21.3017 18.3724 26.8500  0.10
H: 22.7636 19.3037 27.1786  0.08
H: 22.7208 17.7220 26.3713  0.07
H: 24.9195 21.6291 23.4875  0.10
H: 25.0279 20.2716 22.5286  0.05
C: 25.2570 21.9783 18.5244  -0.04
C: 25.9825 21.5825 19.8535  -0.40
C: 27.3915 21.1008 19.5772  -0.14
O: 27.7868 20.5649 20.8942  -0.23
C: 29.1314 20.5520 21.1241  -0.17
N: 26.1079 22.7879 20.7735  0.04
H: 25.5584 22.9490 18.1673  0.07
H: 24.1727 22.0259 18.6494  0.05
H: 25.6747 21.3489 17.7424  0.05
H: 25.4517 20.7837 20.3109  0.07
H: 28.0691 21.9484 19.3342  0.15
H: 27.4231 20.2625 18.8896  0.10
H: 29.4046 19.7584 21.8441  0.09
H: 29.3571 21.4973 21.6193  0.09
H: 29.8388 20.4568 20.2735  0.10
H: 26.6457 22.2833 21.5128  0.06
H: 25.2412 23.1095 21.2445  0.06

---

CH5ClNOP | the ωB97M-V functional and the def2-TZVPD basis

Values from the calculation:
- energy relative to the best compared isomer or geometry (same formula, charge and spin) (kJ/mol) = 397.3
- E_LUMO (eV) = 0.72
- HOMO (Ha) = -0.323
- strongest force on any atom (Eh/bohr) = 0.0775
- total energy (a.u.) = -972.5651
- SMILES = COPNCl

Last column: Löwdin charge in e.
CARTESIAN COORDINATES (ANGSTROEM)
C: 1.4812 0.4204 -0.5616  -0.17
N: -1.6946 -0.0257 0.7774  -0.75
O: 0.8252 -0.5140 0.2988  -0.54
P: -0.5832 -1.1034 -0.1239  0.76
Cl: -3.1089 0.5074 -0.0790  0.44
H: 1.7323 0.0526 -1.5765  0.07
H: 2.3696 0.9980 -0.0892  0.11
H: 0.5419 1.1696 -0.7095  0.10
H: -1.1335 0.6760 1.3345  0.05
H: -0.4299 -2.1810 0.7289  -0.07